1.
76
Properties=species:S:1:pos:R:3 method="wB97M-V/def2-TZVPD" s_squared=0.78 spin_multiplicity=2 total_charge=-1 energy_ev=-170315.885 de_lowest_kcal_mol=13.8 orbital_gap_ev="8.057 / 5.885" e_homo_ev="-5.88 / -5.88"
Sc 0.529 0.398 -0.828
O 4.157 -3.288 -4.374
C 3.519 -2.386 -3.588
C 3.086 -1.157 -4.076
C 2.429 -0.317 -3.202
N 2.227 -0.645 -1.937
C 2.633 -1.820 -1.469
C 3.300 -2.730 -2.257
C 2.248 -2.029 -0.016
O 2.797 -2.895 0.648
O 1.366 -1.182 0.389
C 1.828 1.029 -3.574
O 2.107 1.555 -4.634
O 1.042 1.481 -2.653
H 4.177 -2.960 -5.280
H 3.227 -0.853 -5.106
H 3.616 -3.683 -1.859
N -0.262 0.556 1.380
C -0.725 1.774 1.959
C -0.199 2.190 3.175
C -0.603 3.382 3.756
C -1.537 4.173 3.104
C -2.058 3.754 1.888
C -1.676 2.552 1.289
C -2.243 2.164 -0.033
C -3.586 2.466 -0.276
C -4.141 2.255 -1.528
C -3.338 1.762 -2.545
C -2.010 1.449 -2.285
C -1.411 1.609 -1.025
H -1.006 -0.150 1.369
H 0.506 0.167 1.917
H 0.535 1.563 3.669
H -0.188 3.688 4.708
H -1.861 5.111 3.539
H -2.774 4.381 1.370
H -4.207 2.850 0.526
H -5.189 2.467 -1.702
H -3.751 1.591 -3.533
H -1.422 1.046 -3.103
C 0.000 4.976 -1.232
N 0.917 3.875 -1.050
C 1.569 3.616 0.075
S 2.392 2.129 0.310
N 1.554 4.568 1.025
C 2.184 4.470 2.327
H -0.420 4.897 -2.231
H 0.503 5.945 -1.149
H -0.825 4.926 -0.514
H 0.968 3.169 -1.790
H 0.952 5.359 0.870
H 2.943 3.695 2.294
H 1.457 4.218 3.099
H 2.657 5.422 2.568
O 1.855 -6.865 2.182
C 0.628 -6.869 2.739
O 0.230 -7.850 3.306
C -0.181 -5.616 2.601
C 0.385 -4.402 2.224
C -0.408 -3.280 2.089
C -1.790 -3.351 2.325
S -2.771 -1.969 2.090
C -2.350 -4.586 2.714
C -1.552 -5.697 2.859
H 2.011 -6.041 1.701
H 1.441 -4.275 2.020
H 0.040 -2.355 1.758
H -3.417 -4.642 2.883
H -1.966 -6.652 3.154
F -0.447 -1.157 -1.890
As -1.493 -2.641 -2.164
F -2.594 -1.973 -1.017
F -2.271 -1.775 -3.430
F -2.454 -4.041 -2.406
F -0.279 -3.167 -3.274
F -0.609 -3.380 -0.873

***

2.
78
Properties=species:S:1:pos:R:3 method="wB97M-V/def2-TZVPD" s_squared=0.78 spin_multiplicity=2 total_charge=+1 energy_ev=-142913.002 de_lowest_kcal_mol=54.3 orbital_gap_ev="8.122 / 5.337" e_homo_ev="-11.23 / -11.22"
Ta 0.781 0.470 -1.176
C 3.578 2.355 0.400
C 2.711 1.451 1.211
C 2.871 1.163 2.560
C 1.736 0.466 2.924
N 0.946 0.305 1.858
N 1.557 0.896 0.771
B -0.645 0.162 2.021
N -1.102 -1.278 1.863
C -0.584 -2.351 2.517
C -1.450 -3.397 2.358
C -2.512 -2.871 1.580
C -3.766 -3.549 1.136
N -2.297 -1.592 1.305
N -1.317 1.144 1.023
C -2.502 1.710 1.276
C -2.870 2.479 0.197
C -1.852 2.323 -0.736
C -1.781 3.055 -2.031
N -0.920 1.478 -0.247
N -0.965 0.681 3.425
C -0.857 1.960 3.881
C -0.882 1.925 5.245
C -1.000 0.549 5.568
C -1.082 -0.082 6.917
N -1.043 -0.185 4.469
H 3.674 3.296 0.943
H 3.147 2.570 -0.573
H 4.578 1.945 0.267
H 3.685 1.467 3.196
H 1.406 0.113 3.891
H 0.334 -2.278 3.075
H -1.345 -4.389 2.769
H -4.445 -3.695 1.977
H -3.571 -4.536 0.710
H -4.279 -2.938 0.393
H -2.985 1.538 2.223
H -3.742 3.103 0.096
H -2.315 3.997 -1.919
H -2.280 2.508 -2.832
H -0.754 3.279 -2.312
H -0.768 2.792 3.198
H -0.839 2.765 5.920
H -1.854 0.395 7.521
H -0.139 0.011 7.458
H -1.323 -1.139 6.818
Cl -1.125 -6.648 -1.364
C -1.110 -4.959 -1.346
C -0.004 -4.274 -0.766
Cl 1.282 -5.164 -0.090
C -0.001 -2.915 -0.738
Cl 1.289 -2.062 -0.011
C -1.097 -2.133 -1.260
O -1.086 -0.895 -1.259
C -2.189 -2.872 -1.860
Cl -3.452 -1.934 -2.504
C -2.191 -4.241 -1.900
Cl -3.507 -5.074 -2.604
N -0.651 0.639 -3.276
N -0.072 -0.216 -4.220
C 0.966 -1.037 -3.831
O 1.559 -1.758 -4.588
O 1.188 -0.916 -2.534
H -1.628 0.402 -3.129
H -0.562 1.601 -3.582
H -0.386 -0.243 -5.176
Cl 3.814 0.038 -1.631
C 3.664 1.194 -2.932
C 4.707 1.313 -3.829
C 4.590 2.207 -4.880
C 3.438 2.959 -5.033
C 2.403 2.823 -4.123
Cl 0.953 3.735 -4.360
C 2.483 1.952 -3.033
N 1.479 1.750 -2.114
H 5.589 0.699 -3.709
H 5.396 2.310 -5.594
H 3.325 3.648 -5.858

***

3.
73
Properties=species:S:1:pos:R:3 method="wB97M-V/def2-TZVPD" total_charge=-1 energy_ev=-80269.286 orbital_gap_ev=7.469 e_homo_ev=-7.11
C 3.361 -0.966 2.837
C 2.557 -1.309 1.551
C 1.524 -2.461 1.726
N 0.099 -2.095 1.612
C -0.249 -1.435 0.426
C -0.421 -0.043 0.377
C -0.281 0.737 1.674
C -1.559 0.428 2.539
C -2.776 1.306 2.160
C -4.068 0.512 2.167
C -4.302 -0.418 1.175
C -5.473 -1.115 1.147
C -6.458 -0.928 2.094
C -6.220 -0.009 3.083
C -5.042 0.693 3.114
C -0.713 0.618 -0.798
C -0.849 2.119 -0.904
S 0.799 2.868 -1.078
O 1.332 2.446 -2.336
O 1.582 2.550 0.078
C -0.879 -0.106 -1.969
C -0.750 -1.454 -1.927
C -0.446 -2.132 -0.753
C -0.354 -3.622 -0.846
O 0.403 -4.335 -0.226
C -1.301 -4.263 -1.856
I -2.093 -6.137 -1.316
C -1.587 -3.623 -2.980
C -2.511 -4.112 -4.080
C -2.084 -5.412 -4.775
O -1.061 -5.550 -5.401
O -2.950 -6.466 -4.655
C -0.969 -2.248 -3.189
O -0.709 -1.838 -4.298
H 2.884 -0.099 3.309
H 4.342 -0.608 2.515
H 3.459 -1.807 3.525
H 3.291 -1.639 0.808
H 2.142 -0.378 1.163
H 1.651 -2.843 2.746
H 1.814 -3.274 1.067
H -0.202 -1.571 2.420
H 0.570 0.421 2.276
H -0.269 1.811 1.526
H -1.338 0.555 3.603
H -1.875 -0.608 2.376
H -2.704 1.754 1.167
H -2.881 2.109 2.898
H -3.571 -0.607 0.392
H -5.672 -1.856 0.376
H -7.386 -1.483 2.037
H -7.003 0.131 3.822
H -4.909 1.406 3.924
H -1.422 2.332 -1.808
H -1.299 2.586 -0.028
H 0.573 4.218 -1.132
H -1.117 0.418 -2.888
H -2.501 -3.339 -4.858
H -3.543 -4.139 -3.711
H -3.674 -6.181 -4.085
B 5.777 4.652 -0.600
O 4.654 4.822 -1.553
C 3.798 5.684 -1.035
O 2.774 6.046 -1.552
C 4.320 6.140 0.318
O 3.784 6.922 1.053
O 5.472 5.529 0.553
O 5.910 3.244 -0.176
C 7.124 2.821 -0.506
O 7.555 1.721 -0.303
C 7.867 3.963 -1.180
O 8.987 3.926 -1.604
O 7.064 5.021 -1.224

***

4.
71
Properties=species:S:1:pos:R:3 method="wB97M-V/def2-TZVPD" total_charge=0 energy_ev=-84414.365 de_lowest_kcal_mol=22.2 orbital_gap_ev=7.199 e_homo_ev=-7.88
Ta 0.334 0.127 -0.227
O 5.136 -2.153 -0.980
C 4.286 -3.189 -1.055
C 4.739 -4.359 -1.668
C 3.921 -5.469 -1.749
C 2.626 -5.444 -1.228
C 2.163 -4.280 -0.651
C 2.974 -3.145 -0.563
C 2.397 -1.911 -0.024
O 1.092 -1.721 -0.106
N 3.171 -0.987 0.449
N 2.414 0.146 0.728
C 3.042 1.164 1.189
C 2.379 2.378 1.574
C 3.144 3.508 1.906
C 2.546 4.657 2.360
C 1.154 4.677 2.515
C 0.386 3.573 2.215
C 0.980 2.406 1.719
O 0.230 1.343 1.449
H 4.703 -1.450 -0.455
H 5.748 -4.370 -2.061
H 4.299 -6.371 -2.215
H 1.997 -6.323 -1.276
H 1.153 -4.218 -0.261
H 4.120 1.085 1.309
H 4.222 3.458 1.792
H 3.138 5.530 2.597
H 0.668 5.578 2.872
H -0.690 3.596 2.324
C 0.565 -2.897 -3.126
N -0.599 -3.208 -2.298
C -1.005 -4.473 -1.936
C -2.129 -4.322 -1.201
N -2.411 -2.977 -1.120
B -3.786 -2.486 -0.540
N -3.727 -1.067 0.135
C -4.827 -0.239 0.112
C -4.625 0.757 1.001
N -3.385 0.536 1.560
C -2.803 1.298 2.659
C -2.846 -0.577 1.014
S -1.274 -1.214 1.378
C -1.481 -2.312 -1.806
S -1.352 -0.595 -2.022
H 0.915 -3.823 -3.575
H 1.360 -2.457 -2.531
H 0.283 -2.191 -3.901
H -0.445 -5.352 -2.210
H -2.751 -5.056 -0.716
H -4.582 -2.403 -1.452
H -4.114 -3.299 0.299
H -5.662 -0.434 -0.540
H -5.238 1.597 1.279
H -3.381 2.210 2.784
H -1.770 1.532 2.437
H -2.840 0.715 3.577
O -0.384 3.868 -1.625
C 0.077 2.803 -1.908
O -0.044 1.757 -1.049
C 0.771 2.485 -3.175
C 0.600 3.407 -4.211
C 1.142 3.185 -5.458
C 1.870 2.019 -5.680
C 2.061 1.107 -4.658
C 1.529 1.323 -3.380
S 2.014 0.148 -2.159
H 0.020 4.297 -4.003
H 0.999 3.905 -6.253
H 2.292 1.817 -6.657
H 2.645 0.210 -4.826

***

5.
73
Properties=species:S:1:pos:R:3 method="wB97M-V/def2-TZVPD" s_squared=8.75 spin_multiplicity=6 total_charge=-2 energy_ev=-336591.662 de_lowest_kcal_mol=0.0 orbital_gap_ev="5.953 / 6.698" e_homo_ev="-2.29 / -3.04"
Mn 2.012 -3.277 1.890
Se -3.764 -0.818 -1.769
P -2.338 0.415 -0.808
C -1.612 1.655 -1.940
C -0.813 2.669 -1.430
C -0.329 3.674 -2.259
C -0.678 3.676 -3.603
C -1.487 2.675 -4.111
C -1.949 1.653 -3.280
C -3.083 1.609 0.381
C -4.135 2.385 -0.099
C -4.713 3.366 0.695
C -4.240 3.580 1.983
C -3.199 2.810 2.468
C -2.617 1.822 1.668
C -1.069 -0.460 0.123
C 0.291 -0.809 0.131
N 0.494 -1.533 1.248
N -0.666 -1.634 1.889
N -1.618 -1.007 1.236
P 1.741 -0.435 -0.875
Se 3.381 -1.708 -0.706
C 2.199 1.271 -0.422
C 1.554 1.955 0.600
C 1.983 3.223 0.986
C 3.059 3.815 0.345
C 3.728 3.128 -0.662
C 3.312 1.856 -1.028
C 1.080 -0.490 -2.562
C 0.274 -1.588 -2.859
C -0.142 -1.810 -4.165
C 0.264 -0.954 -5.179
C 1.071 0.137 -4.885
C 1.470 0.376 -3.575
H -0.564 2.684 -0.377
H 0.310 4.447 -1.852
H -0.312 4.462 -4.256
H -1.753 2.671 -5.161
H -2.577 0.855 -3.660
H -4.511 2.204 -1.101
H -5.533 3.959 0.307
H -4.690 4.343 2.608
H -2.830 2.962 3.475
H -1.819 1.207 2.058
H 0.726 1.483 1.118
H 1.482 3.734 1.800
H 3.395 4.800 0.646
H 4.599 3.566 -1.137
H 3.888 1.283 -1.745
H -0.014 -2.280 -2.074
H -0.778 -2.659 -4.381
H -0.050 -1.136 -6.201
H 1.382 0.813 -5.672
H 2.076 1.243 -3.353
Cl 5.150 -3.502 1.838
Si 4.010 -1.974 2.861
Cl 5.092 -0.192 2.260
Cl 4.777 -2.203 4.875
O 2.779 -6.750 0.279
Se 1.653 -5.899 1.099
O 1.305 -4.431 0.325
O 2.245 -5.244 2.537
O 0.259 -6.718 1.394
C -1.154 -2.604 5.137
C -0.321 -3.377 4.147
C -0.983 -4.467 3.353
O 0.849 -3.095 3.980
H -1.610 -3.284 5.864
H -1.963 -2.119 4.580
H -0.546 -1.852 5.637
H -1.911 -4.805 3.821
H -0.296 -5.291 3.180
H -1.222 -4.059 2.366

***

6.
59
Properties=species:S:1:pos:R:3 method="wB97M-V/def2-TZVPD" total_charge=+1 energy_ev=-39457.602 de_lowest_kcal_mol=63.3 orbital_gap_ev=5.017 e_homo_ev=-10.69
C -0.168 -0.521 -4.152
C 0.361 0.264 -2.991
N -0.612 0.949 -2.298
C -0.915 0.835 -0.931
C -1.933 1.879 -0.487
C -2.079 3.057 -1.138
C -3.190 3.980 -0.844
C -4.456 3.225 -0.313
C -4.142 2.025 0.551
C -5.184 1.425 1.267
C -4.946 0.263 2.011
C -3.655 -0.285 2.055
C -2.613 0.328 1.384
C -2.856 1.435 0.542
C 0.391 0.257 0.016
O 1.549 0.310 -2.685
H -1.264 -0.547 -4.100
H 0.152 -0.059 -5.094
H 0.229 -1.540 -4.081
H -1.230 1.466 -2.902
H -1.343 3.438 -1.836
H -2.939 4.721 -0.071
H -3.496 4.544 -1.731
H -5.093 3.922 0.275
H -5.079 2.901 -1.182
H -6.185 1.885 1.223
H -5.767 -0.197 2.561
H -3.456 -1.188 2.625
H -1.614 -0.071 1.478
H 0.236 0.773 1.013
H 1.230 0.744 -0.572
F 7.137 -1.743 1.773
C 6.350 -0.628 1.840
C 6.928 0.610 2.067
C 6.072 1.700 2.165
C 4.705 1.565 2.021
C 4.153 0.305 1.722
C 2.751 0.223 1.383
C 2.184 -0.928 0.851
C 0.887 -0.989 0.252
C 0.275 -2.305 -0.061
C 0.922 -3.483 0.415
C 0.495 -4.737 0.023
F 1.174 -5.833 0.486
C -0.590 -4.923 -0.807
C -1.283 -3.809 -1.234
C -0.885 -2.521 -0.877
C 4.994 -0.839 1.698
H 7.994 0.680 2.184
H 6.491 2.669 2.357
H 4.039 2.429 2.066
H 2.096 1.090 1.558
H 2.722 -1.865 0.810
H -1.383 -0.168 -0.724
H 1.771 -3.437 1.125
H -0.906 -5.912 -1.109
H -2.139 -3.882 -1.852
H -1.476 -1.651 -1.229
H 4.588 -1.835 1.509

***

7.
65
Properties=species:S:1:pos:R:3 method="wB97M-V/def2-TZVPD" s_squared=0.78 spin_multiplicity=2 total_charge=0 energy_ev=-72337.099 de_lowest_kcal_mol=160.2 orbital_gap_ev="6.947 / 7.104" e_homo_ev="-8.06 / -7.96"
Re -0.541 -0.755 -0.125
S 0.124 0.858 1.496
C 0.854 1.978 0.260
C 1.940 3.011 0.398
C 2.454 3.590 -0.710
C 3.528 4.528 -0.494
N 4.388 5.265 -0.299
C 2.017 3.429 -2.168
C 1.033 2.657 -2.682
C 0.261 1.730 -1.781
S -0.924 0.406 -2.174
C 2.713 4.273 -3.109
N 3.264 4.930 -3.874
H 2.356 3.273 1.363
H 0.828 2.715 -3.745
C -3.973 0.470 0.431
Si -3.850 -1.357 0.650
C -4.395 -1.708 2.407
C -4.970 -2.117 -0.644
N -2.164 -1.903 0.408
C -1.926 -3.297 0.586
C -2.904 -4.251 0.907
C -2.599 -5.594 1.074
C -1.303 -6.063 0.929
C -0.302 -5.159 0.610
C -0.654 -3.843 0.455
F 0.364 -2.958 0.130
H -5.028 0.728 0.567
H -3.651 0.794 -0.558
H -3.381 1.004 1.174
H -5.318 -1.154 2.599
H -3.638 -1.324 3.096
H -4.577 -2.750 2.662
H -5.930 -1.594 -0.615
H -5.172 -3.183 -0.552
H -4.538 -1.945 -1.634
H -3.929 -3.947 1.032
H -3.399 -6.279 1.322
H -1.071 -7.110 1.060
H 0.732 -5.451 0.480
C 2.421 -1.105 -0.933
N 1.217 -0.310 -0.686
C 1.373 1.081 -0.906
C -0.315 2.616 -0.599
C -0.426 4.123 -0.738
C -1.662 4.495 -0.422
C -2.376 3.255 -0.081
N -1.649 2.216 -0.170
C 3.579 -0.604 -0.102
C 4.664 0.022 -0.705
C 5.695 0.548 0.063
C 5.645 0.450 1.445
C 4.564 -0.175 2.055
C 3.536 -0.698 1.286
H 2.670 -1.031 -1.998
H 2.212 -2.149 -0.723
H 2.385 1.293 -1.231
H 0.355 4.798 -1.036
H -2.067 5.495 -0.416
H -3.416 3.188 0.219
H 4.700 0.104 -1.786
H 6.530 1.040 -0.417
H 6.442 0.863 2.048
H 4.520 -0.251 3.134
H 2.682 -1.160 1.766